# 1
ORCA calculation (ωB97M-V/def2-TZVPD) on C21H18BF2N6O2Ru as an isolated structure.

Geometry as XYZ:
```
51
Properties=species:S:1:pos:R:3:lowdin_charge:R:1
Ru 0.07396 -0.35343 0.76027 1.266
O -0.58302 -4.36576 0.28659 0.052
C -0.63426 -3.16149 0.49114 -0.453
N 0.41187 -2.27906 0.54949 -0.030
C 1.77635 -2.61131 0.42290 -0.188
C 2.28452 -3.89193 0.20514 -0.010
C 3.65577 -4.07463 0.11773 -0.092
C 4.52641 -3.00075 0.24141 -0.096
C 4.03698 -1.72130 0.45777 -0.022
C 2.66394 -1.52686 0.54720 -0.190
N 2.02427 -0.27647 0.77410 -0.039
C 2.63354 0.91854 0.92142 -0.444
O 3.81633 1.20364 0.92162 0.068
C 1.60513 2.05214 1.07185 -0.171
C 2.03854 3.34850 1.23128 0.008
C 1.09029 4.35377 1.37170 -0.045
C -0.24975 4.01540 1.34674 -0.049
C -0.60273 2.68416 1.18507 -0.103
N 0.30835 1.71832 1.04227 -0.029
C -1.93596 -2.45981 0.62844 -0.125
C -3.09585 -3.07445 0.22325 -0.009
C -4.29271 -2.38179 0.14072 -0.061
C -4.27898 -0.98792 0.42062 -0.075
C -3.15486 -0.39169 0.86441 -0.083
N -1.96703 -1.11228 1.10167 -0.021
H 1.60064 -4.71930 0.11242 0.097
H 4.04612 -5.07135 -0.04620 0.099
H 5.59574 -3.15633 0.17491 0.098
H 4.70329 -0.88008 0.56250 0.096
H 3.10404 3.53098 1.24930 0.122
H 1.39646 5.38291 1.50727 0.112
H -1.02239 4.76251 1.46481 0.108
H -1.63508 2.36586 1.18107 0.102
H -3.00699 -4.10999 -0.07699 0.124
H -5.20103 -2.87311 -0.17622 0.097
H -5.16671 -0.38465 0.28633 0.104
H -3.11262 0.65432 1.12301 0.101
F -0.87337 -1.77479 3.23259 0.191
B -1.22425 -0.76123 2.41311 -0.906
F -1.70782 0.35571 3.04824 0.132
C -2.17374 2.43982 -3.23727 -0.022
N -0.85173 1.90913 -2.91423 -0.187
C 0.33491 2.61179 -3.39586 -0.020
C -0.72248 0.94352 -2.04028 -0.224
N -0.61946 0.08463 -1.27186 0.152
H -2.29498 2.47289 -4.31972 0.093
H -2.29043 3.44624 -2.83085 0.092
H -2.93589 1.79091 -2.81479 0.096
H 0.31074 2.66555 -4.48401 0.093
H 1.22465 2.06833 -3.08838 0.099
H 0.37127 3.62216 -2.98373 0.093
```

Spin multiplicity   2
Net charge   0
HOMO energy (spin up / spin down)   -6.4 / -7.2 eV
LUMO level (spin up / spin down)   -0.80 / -0.61 eV

---

# 2
ORCA calculation (ωB97M-V/def2-TZVPD) on an isolated ion of composition C8H9N2O3 and charge -1.

Geometry as XYZ:
```
22
Properties=species:S:1:pos:R:3:lowdin_charge:R:1
C -0.27579 1.78179 -1.97718 -0.154
C 0.79205 2.06132 -1.15140 -0.113
C -1.22470 0.74905 -1.78543 -0.058
C 1.03178 1.19162 -0.07126 -0.245
C -0.95682 -0.24009 -0.85126 -0.243
C 0.19295 0.06491 -0.05533 0.023
C -0.81600 -2.05161 0.66490 -0.769
C 1.70721 1.67382 1.16528 -0.051
N -1.58004 -1.29259 -0.33001 0.140
N 0.18555 -1.06831 1.19751 -0.039
O 1.45038 -1.64151 1.28677 -0.133
O -0.18434 -3.07772 0.21127 -0.124
O -1.75439 -2.32520 1.73358 -0.049
H -0.51296 2.47613 -2.81863 0.093
H 1.30583 3.03090 -1.42580 0.109
H -2.12117 0.86815 -2.36884 0.080
H 1.66105 0.69617 1.69548 0.071
H 2.74497 1.93456 1.20899 0.062
H 1.12867 2.40201 1.64644 0.060
H -2.44044 -1.51505 -0.75538 0.129
H 1.17266 -2.47082 0.67375 0.090
H -1.50643 -3.24755 2.10653 0.122
```

SMILES string   Cc1cccc2c1N(O)[C@@]([O-])(O)N2
Net charge   -1
HOMO energy   -3.8 eV
LUMO level   3.75 eV

---

# 3
ORCA calculation (ωB97M-V/def2-TZVPD) on one molecule with the formula C3H4N4.

Geometry as XYZ:
```
11
Properties=species:S:1:pos:R:3:lowdin_charge:R:1
C -0.40765 -0.25330 0.57226 -0.267
C 0.14329 -0.70652 -0.68068 -0.028
C 0.35428 1.37694 -1.28716 -0.357
H -0.84476 -1.91047 1.58534 0.085
H 0.53140 -1.20546 2.25918 0.124
H 0.25369 -1.69732 -1.03816 0.084
H 0.55300 2.09602 -2.01143 0.090
N -0.51184 -0.94071 1.93882 0.014
N 0.54198 0.16898 -1.72085 0.127
N -0.23275 1.91601 -0.34747 0.039
N -0.38063 1.15583 0.73015 0.089
```

SMILES string   Nc1cncnn1
Net charge   0
HOMO energy   -9.7 eV
LUMO level   -0.59 eV

---

# 4
ORCA calculation (ωB97M-V/def2-TZVPD) on C23H43N8NiO2P as an isolated structure.

Geometry as XYZ:
```
78
Properties=species:S:1:pos:R:3:lowdin_charge:R:1
Ni -0.43646 0.59617 -1.89086 0.596
C -0.78331 4.25636 -4.14957 -0.005
C -0.43615 3.11252 -3.24800 -0.281
N -1.31981 2.35180 -2.71386 -0.052
O -2.61635 2.63619 -3.10613 -0.047
C 0.95087 2.81359 -2.93707 -0.300
C 2.06778 3.77602 -3.19576 -0.038
N 1.16861 1.62941 -2.41858 -0.198
O 2.34248 1.27597 -2.09731 -0.151
H -1.75968 4.10096 -4.59918 0.073
H -0.02833 4.36434 -4.92722 0.086
H -0.82127 5.18922 -3.57976 0.099
H -3.12791 2.09413 -2.50429 0.096
H 1.75031 4.81206 -3.06127 0.075
H 2.46955 3.66445 -4.20945 0.085
H 2.87364 3.55136 -2.50129 0.067
N -0.62720 0.55962 -0.03182 -0.256
P 0.10251 -0.22765 1.07038 0.528
N 1.26102 0.64972 1.92838 -0.194
C 2.66019 0.51461 1.45617 -0.209
C 3.53333 1.51731 2.19549 -0.179
C 3.16035 2.95401 1.77652 -0.189
C 1.67191 3.03809 1.39602 -0.180
C 0.85832 2.04687 2.21923 -0.232
N -0.89939 -0.74416 2.33170 -0.204
C -0.72093 -0.27718 3.71345 -0.231
C -1.71840 -0.97873 4.62302 -0.187
C -3.16226 -0.58457 4.26631 -0.196
C -3.29467 -0.29510 2.75909 -0.185
C -2.28578 -1.11648 1.96717 -0.226
N 0.90014 -1.64865 0.65428 -0.203
C 1.51766 -1.80570 -0.68065 -0.214
C 2.33141 -3.09530 -0.74907 -0.181
C 1.55031 -4.29893 -0.21883 -0.184
C 1.00172 -4.03346 1.20614 -0.165
C 1.32856 -2.61340 1.66263 -0.227
H 2.75089 0.69843 0.37599 0.099
H 3.00462 -0.50140 1.64957 0.097
H 4.58420 1.31193 1.98669 0.107
H 3.38247 1.38097 3.27030 0.110
H 3.77268 3.26038 0.92515 0.103
H 3.37830 3.64400 2.59548 0.101
H 1.53122 2.79288 0.33842 0.097
H 1.28854 4.04864 1.55275 0.108
H -0.19972 2.16144 1.98310 0.094
H 0.99294 2.25713 3.28810 0.111
H -0.86174 0.80911 3.80868 0.104
H 0.29788 -0.49208 4.03066 0.106
H -1.50136 -0.72887 5.66274 0.108
H -1.58503 -2.05968 4.51701 0.109
H -3.45869 0.29753 4.83887 0.103
H -3.83962 -1.39261 4.55072 0.101
H -3.10244 0.76080 2.55018 0.112
H -4.30716 -0.51795 2.41325 0.106
H -2.41476 -0.92899 0.90532 0.072
H -2.46147 -2.18894 2.15332 0.113
H 2.15270 -0.96162 -0.93847 0.081
H 0.73206 -1.84492 -1.43903 0.077
H 3.24726 -2.96859 -0.16773 0.110
H 2.63941 -3.26298 -1.78229 0.114
H 2.19230 -5.18134 -0.22563 0.102
H 0.72597 -4.50326 -0.90272 0.089
H 1.41007 -4.74796 1.92719 0.105
H -0.08745 -4.14542 1.21890 0.101
H 2.40359 -2.53175 1.86662 0.105
H 0.80805 -2.38764 2.59162 0.102
C -1.97902 -2.77324 -1.56973 0.000
C -2.20281 -1.90799 -2.76125 -0.364
N -1.60972 -0.77049 -3.04248 0.039
C -2.12932 -0.32630 -4.25375 -0.124
C -3.03877 -1.21950 -4.70938 -0.076
N -3.07640 -2.21433 -3.74908 0.099
H -1.31725 -2.27354 -0.86146 0.043
H -1.52846 -3.72100 -1.86724 0.083
H -2.92480 -2.98969 -1.06716 0.089
H -1.81138 0.59774 -4.70999 0.102
H -3.66222 -1.23313 -5.58953 0.112
H -3.65836 -3.03126 -3.76967 0.157
```

Spin multiplicity   3
Net charge   0
HOMO energy (spin up / spin down)   -7.2 / -7.2 eV
LUMO level (spin up / spin down)   0.33 / 0.33 eV

---

# 5
ORCA calculation (ωB97M-V/def2-TZVPD) on a 2-piece molecular cluster, C4H8N2O2 overall.

Geometry as XYZ:
```
16
Properties=species:S:1:pos:R:3:lowdin_charge:R:1
C -0.71308 0.06799 -0.64997 -0.184
C -1.09267 1.45842 -1.16243 -0.095
N 1.25661 0.58478 0.66453 0.002
C -0.03114 0.17028 0.73768 -0.602
C 0.67119 -2.32319 0.92355 0.010
O 1.97961 0.71875 1.85664 -0.015
N 0.40468 -2.96452 -0.01255 0.097
O -0.64297 0.24908 1.79064 0.029
H 1.29148 0.62413 2.54774 0.100
H 1.85883 0.52166 -0.13749 0.150
H 0.24390 -3.56228 -0.79456 0.080
H -1.61302 -0.53123 -0.52366 0.111
H -0.04665 -0.42626 -1.35830 0.094
H -0.20785 2.03908 -1.41984 0.071
H -1.65161 2.00222 -0.40641 0.081
H -1.70732 1.37109 -2.05558 0.070
```

Net charge   0
HOMO energy   -9.1 eV
LUMO level   0.77 eV

---

| no. | largest force on an atom (hartree/bohr) | total energy (hartree) |
| --- | --- | --- |
| 1 | 0.0291 | -1609.675396 |
| 2 | 0.1053 | -645.426082 |
| 3 | 0.1358 | -335.616464 |
| 4 | 0.0222 | -3340.341520 |
| 5 | 0.0435 | -417.107444 |